(1)
This record from the OMol25 dataset describes an isolated molecule of C5H7BN2O2 at a distorted geometry. The level of theory is ωB97M-V/def2-TZVPD.

Calculated values
* energy relative to the best compared isomer or geometry (same formula, charge and spin): 0.00 kJ/mol
* LUMO level: 0.0124 Eh
* gap between HOMO and LUMO: 9.56 eV

Geometry as ORCA input:
```
! RIJCOSX wB97M-V def2-TZVPD def2/J DEFGRID3
* xyz 0 1
B -2.3301 0.3278 -0.0538
C 1.6497 -1.2058 0.2717
C 0.5124 -1.9212 0.7010
C -0.8891 -0.2892 0.0550
C 1.3722 0.0538 -0.2253
C 2.4123 1.1409 -0.4486
N -0.7107 -1.4978 0.6051
N 0.1035 0.4583 -0.3498
O -3.2328 -0.0288 -1.0216
O -2.6734 1.0559 0.9702
H 2.6380 -1.4877 0.4100
H 0.6477 -2.9024 1.1526
H 1.8892 2.2004 -0.4978
H 3.1860 1.0257 0.1695
H 2.9256 1.0063 -1.3907
H -4.0311 0.4891 -1.1567
H -3.4693 1.5747 0.8094
*
```

Löwdin population analysis, charges in e, atoms 1 to 8:
1. B -0.670
2. C 0.007
3. C -0.130
4. C -0.218
5. C -0.299
6. C -0.023
7. N 0.126
8. N 0.154

***

(2)
This record from the OMol25 dataset describes an isolated molecule of C4H4N2 at a distorted geometry. The level of theory is ωB97M-V/def2-TZVPD.

Calculated values
* energy relative to the best compared isomer or geometry (same formula, charge and spin): 113.08 kJ/mol
* LUMO level: 0.0306 Eh
* gap between HOMO and LUMO: 9.94 eV

Geometry as ORCA input:
```
! RIJCOSX wB97M-V def2-TZVPD def2/J DEFGRID3
* xyz 0 1
C 1.1064 -0.8086 0.0109
C -0.1541 -1.2694 -0.3259
C 0.2311 1.3088 0.2710
C -1.0006 0.8351 -0.1806
N 1.2213 0.4931 0.3525
N -1.1124 -0.4052 -0.4253
H 1.9334 -1.3631 0.0515
H -0.3657 -2.2716 -0.4232
H 0.0992 2.1861 0.8667
H -1.9585 1.2948 -0.1976
*
```

Löwdin population analysis, charges in e, atoms 1 to 8:
1. C -0.072
2. C -0.119
3. C -0.143
4. C -0.141
5. N 0.076
6. N 0.054
7. H 0.062
8. H 0.083

***

(3)
This record from the OMol25 dataset describes a cluster of 2 separate species, C14H16O in total at a distorted geometry. The level of theory is ωB97M-V/def2-TZVPD.

Calculated values
* energy relative to the best compared isomer or geometry (same formula, charge and spin): 146.85 kJ/mol
* LUMO level (alpha / beta): -0.1477 / -0.2802 Eh
* expectation value of S²: 0.766
* gap between HOMO and LUMO (alpha / beta): 7.17 / 3.57 eV

Geometry as ORCA input:
```
! RIJCOSX wB97M-V def2-TZVPD def2/J DEFGRID3
* xyz 1 2
C 1.8032 0.5291 4.2655
C -1.9362 -0.1629 2.2975
C -1.0102 0.6820 1.7075
C -1.4678 -1.0498 3.2779
C 0.1742 0.9810 2.3860
C -0.1679 -0.9492 3.7253
C 0.6087 0.1717 3.4196
H -2.9843 -0.0406 2.0538
H -1.2514 1.2111 0.7883
H -2.1536 -1.8157 3.5861
H 0.7268 1.8351 2.0175
H 0.2325 -1.6980 4.3946
H 1.4010 0.9730 5.1832
H 2.3755 1.3289 3.8123
H 2.3832 -0.3416 4.5441
C 0.7811 1.7904 -1.6331
C -0.3311 -0.2673 -4.5436
C 0.1135 0.7827 -3.7976
C -0.5183 -1.5331 -3.9504
C 0.4119 0.6088 -2.3933
C -0.1579 -1.7099 -2.5722
C 0.3979 -0.6834 -1.8519
O -0.8182 -2.6472 -4.6200
H -0.6528 -0.0707 -5.5585
H 0.3737 1.6850 -4.3314
H -1.6369 -2.5048 -5.1356
H -0.3001 -2.6207 -2.0013
H 0.3822 2.7163 -2.0480
H 1.8704 1.9284 -1.5350
H 0.8615 -0.9204 -0.9147
H 0.4894 1.7918 -0.5726
*
```

Löwdin population analysis, charges in e, atoms 1 to 8:
1. C -0.041
2. C -0.094
3. C -0.119
4. C -0.076
5. C -0.070
6. C -0.053
7. C -0.283
8. H 0.104